1.
Density functional theory data (ωB97M-V/def2-TZVPD) for a cluster of 2 separate species, CH7N2 in total at a distorted geometry.

Output
**E**: -4122.3675 eV
**Orbital gap**: 10.08 eV
**Total charge**: +1
**Energy above the lowest of the compared OMol25 structures with the same formula, charge and spin**: 149.1 kJ/mol
**Largest force on an atom**: 0.04553 Eh/bohr

Element x y z (Å)
N -1.62 0.39 0.72
H -2.03 -0.20 1.43
H -1.92 0.25 -0.24
H -1.70 1.37 1.00
H -0.53 0.24 0.66
C 1.30 -0.14 -1.05
N 0.75 -0.48 0.06
H 1.22 -0.77 -1.93
H 2.08 0.62 -0.99
H 1.42 -0.45 0.84

***

2.
Density functional theory data (ωB97M-V/def2-TZVPD) for a cluster of 2 separate species, CH7N2O in total at a distorted geometry.

Output
**E**: -6169.6110 eV
**Orbital gap**: 11.48 eV
**Total charge**: +1
**Energy above the lowest of the compared OMol25 structures with the same formula, charge and spin**: 279.3 kJ/mol
**Largest force on an atom**: 0.06021 Eh/bohr

Element x y z (Å)
O 1.20 1.72 -0.95
H 0.37 0.55 -0.33
H 1.77 2.47 -0.66
H 0.87 1.99 -1.86
N -0.66 0.17 -0.03
C -0.50 -1.28 0.82
N -0.52 -2.42 0.34
H -1.53 -0.01 -0.62
H -0.86 0.94 0.60
H -0.18 -0.93 1.87
H 0.06 -3.21 0.83

***

3.
Density functional theory data (ωB97M-V/def2-TZVPD) for a cluster of 2 separate species, CH7N2O2P in total at a distorted geometry.

Output
**E**: -17511.3772 eV
**Orbital gap (spin up / spin down)**: 8.34 / 8.56 eV
**Energy above the lowest of the compared OMol25 structures with the same formula, charge and spin**: 460.2 kJ/mol
**Largest force on an atom**: 0.11128 Eh/bohr

Element x y z (Å)
C -1.77 0.94 0.32
N -0.33 -1.84 0.12
N -0.06 -0.66 -0.42
O 2.40 -0.44 -0.16
O 1.11 1.61 -0.84
P 1.08 0.41 0.32
H -1.40 1.95 0.09
H -2.56 0.54 -0.21
H -1.72 0.54 1.28
H -1.11 -2.22 -0.49
H -0.42 -1.91 1.21
H 3.25 -0.26 0.38
H 1.50 1.34 -1.59

***

Which formula does entry 3 have?
CH7N2O2P

***

Please write out number 2 again, unchanged.
Density functional theory data (ωB97M-V/def2-TZVPD) for a cluster of 2 separate species, CH7N2O in total at a distorted geometry.

Output
**E**: -6169.6110 eV
**Orbital gap**: 11.48 eV
**Total charge**: +1
**Energy above the lowest of the compared OMol25 structures with the same formula, charge and spin**: 279.3 kJ/mol
**Largest force on an atom**: 0.06021 Eh/bohr

Element x y z (Å)
O 1.20 1.72 -0.95
H 0.37 0.55 -0.33
H 1.77 2.47 -0.66
H 0.87 1.99 -1.86
N -0.66 0.17 -0.03
C -0.50 -1.28 0.82
N -0.52 -2.42 0.34
H -1.53 -0.01 -0.62
H -0.86 0.94 0.60
H -0.18 -0.93 1.87
H 0.06 -3.21 0.83